No. 1
The following is a DFT calculation (ωB97M-V/def2-TZVPD) of 6 unconnected molecules or ions with the total composition C15H32IN2O20S5.

Structure (XYZ):
```
75
C15H32IN2O20S5 ωB97M-V/def2-TZVPD
I 6.280 2.530 -1.824
H -8.447 2.339 -2.458
H 1.751 4.931 -0.931
O -3.257 -2.017 -2.463
C 6.384 -2.888 5.667
C 4.310 2.674 -0.983
C -3.773 0.068 -0.775
O -5.741 2.564 -4.412
H -2.627 1.686 0.108
H 8.006 -2.872 7.118
O -6.550 0.575 0.847
H 3.787 4.417 0.043
O -4.762 -0.789 -0.186
H -5.900 -5.042 -3.471
H 5.469 -2.714 6.227
H 5.813 -1.874 0.890
C -7.995 3.254 -2.068
O -3.795 -4.045 -1.160
C 4.070 -3.133 0.547
O -4.072 -4.064 -3.567
O 2.678 -2.845 0.743
H -6.597 3.822 -0.515
S -5.840 3.465 -3.311
O -5.754 2.608 -1.946
C 3.128 1.909 -1.691
O 8.214 -2.976 2.976
H 2.136 2.650 0.127
O 6.305 -2.268 4.375
H -8.764 3.876 -1.618
H 4.823 -2.171 2.337
C 1.951 2.655 -0.962
S 7.797 -1.931 3.854
H 0.075 1.962 0.752
O 2.059 -0.795 -0.499
H 6.524 -3.962 5.523
H 0.036 2.691 -2.105
N -0.352 2.410 -0.052
C 4.799 -2.009 1.259
H 4.418 4.652 -1.535
O 8.555 -2.115 5.264
H -3.068 -0.509 -1.368
O -4.993 4.608 -3.185
H -5.411 -5.310 -0.836
O -4.177 1.017 1.329
H 3.048 0.844 -1.434
S -3.077 -3.436 -2.466
H -5.798 -3.685 -1.451
H 7.367 -1.262 6.710
C 2.351 4.117 -1.346
O -5.232 -1.043 2.222
H 2.420 4.227 -2.437
C 0.496 2.193 -1.248
H 0.506 1.109 -1.404
O 1.736 -0.924 1.973
H -2.383 0.105 0.884
C -5.098 -4.522 -1.515
O 7.838 -0.556 3.477
S -5.327 -0.100 1.157
H 4.273 -3.122 -0.526
H 4.317 -4.111 0.951
C -6.867 2.942 -1.104
C -3.112 0.760 0.398
O -7.371 3.948 -3.158
S 2.467 -1.252 0.794
O 4.011 -0.836 0.997
N 3.810 4.109 -0.926
H -7.096 2.115 -0.435
H -4.478 -5.994 -2.983
H 3.188 2.184 -2.749
H -0.312 3.402 0.164
H -4.285 0.787 -1.417
C 7.597 -2.256 6.321
C -4.950 -5.010 -2.945
O -1.791 -4.036 -2.598
H 4.261 2.264 0.032
```

Frontier orbital gap, eV: 9.23
Largest force on an atom, Eh/bohr: 0.0415
Charge: +1

These are the Mulliken partial charges, in e, on atoms 1 to 5: 0.212, 0.309, 0.357, -0.490, -0.363



No. 2
The following is a DFT calculation (ωB97M-V/def2-TZVPD) of a molecular structure, C15H32N2O5P2Rh.

Structure (XYZ):
```
57
C15H32N2O5P2Rh ωB97M-V/def2-TZVPD
C -0.632 -1.013 -2.433
H 0.024 5.059 0.547
C -2.354 0.442 5.329
H -0.487 -1.311 -4.523
H 2.187 -2.001 1.522
H -3.127 0.576 6.084
C -0.388 0.104 3.369
H -0.855 -0.245 6.716
H 1.493 2.985 0.533
N 1.137 -0.748 -0.942
H -1.900 -2.439 0.960
H -0.038 3.507 2.753
C -3.571 0.756 0.904
H -1.622 -2.410 -3.710
C 1.571 -2.388 -2.649
H 2.025 1.955 2.417
H -2.390 1.324 -1.726
C -2.647 0.753 4.006
H -2.066 -0.702 -3.957
C 0.663 -1.436 -1.971
P 0.797 -0.082 1.979
H 2.520 1.600 -0.113
H 1.002 -3.010 -3.353
O 2.496 -1.032 -0.716
O -1.252 -3.145 1.141
H -1.141 -3.603 0.290
H 0.472 -2.456 1.841
H 3.121 0.633 1.911
N -1.162 -0.104 -1.626
C -1.657 0.615 3.022
H 1.556 -2.030 3.207
H 2.072 -3.052 -1.926
H 2.461 0.657 3.581
H -0.818 2.628 -1.982
H -3.742 0.868 -0.176
C -0.107 -0.210 4.693
P -1.846 1.152 1.315
H 0.878 -0.591 4.972
O -2.348 0.412 -2.108
C -1.243 -1.382 -3.732
O -0.030 4.108 0.767
H 2.879 -0.242 -0.279
Rh -0.159 0.531 0.038
H -3.757 -0.286 1.208
H -4.239 1.430 1.462
H -0.821 3.329 -0.556
H -1.220 4.840 2.355
C -0.739 3.911 2.005
H 1.246 2.358 -1.175
O -1.189 2.545 -1.064
H 2.344 -1.858 -3.236
C 2.247 0.888 2.529
C 1.311 -1.816 2.157
C -1.084 -0.028 5.674
C 1.546 2.127 -0.137
H -3.641 1.107 3.727
H -1.545 3.147 1.789
```

Energy above the lowest of the compared OMol25 structures with the same formula, charge and spin, eV: 0.000
Frontier orbital gap (alpha / beta), eV: 5.91 / 6.44
Largest force on an atom, Eh/bohr: 0.0417
Charge: +1
Multiplicity: 5

These are the natural (NBO) partial charges, in e, on atoms 1 to 5: 0.150, 0.503, -0.181, 0.234, 0.265



No. 3
The following is a DFT calculation (ωB97M-V/def2-TZVPD) of a gas-phase ion, C15H33BClN3O5PS (charge +1).

Structure (XYZ):
```
60
C15H33BClN3O5PS ωB97M-V/def2-TZVPD
S -2.746 -2.302 0.292
H -1.476 -2.436 5.687
C -1.667 -3.476 5.442
H -3.424 -0.949 -2.388
O -0.568 3.314 -0.081
O -0.968 -5.153 3.917
H -0.759 -2.923 -2.778
H -1.028 0.540 -3.001
Cl 2.447 4.156 -4.755
C -0.302 0.367 -2.219
O 0.982 1.032 -0.438
C 1.166 -3.915 2.955
H 2.636 -3.443 1.467
H -1.420 5.444 -3.124
H 1.317 -3.194 5.737
H 2.748 5.233 -2.696
C 1.802 -2.943 1.968
O -2.600 -1.428 -2.561
C 1.253 -1.303 0.081
H 2.207 -2.070 2.486
H 1.559 -1.622 -0.916
N -1.292 3.457 -2.430
N 0.259 -3.215 3.881
H -3.052 2.323 -1.888
C 0.318 -0.116 0.008
H 1.075 4.738 -2.945
N -0.902 -0.229 -0.975
H 0.573 -4.635 2.400
H -2.588 5.062 -1.844
O -0.627 -2.659 -1.855
C -2.535 2.735 -2.766
H -3.224 3.427 -3.244
H 0.424 -1.703 5.365
C -0.766 -4.049 4.371
H -0.115 -2.167 1.518
C 1.567 1.937 -2.627
C -1.570 4.889 -2.197
H -0.102 0.100 0.993
H 2.215 1.064 -2.737
H 1.920 -4.479 3.514
B -0.508 2.857 -1.376
H 1.109 2.129 -3.600
P -1.792 -1.796 -1.237
H -1.590 -4.089 6.340
C 0.437 1.568 -1.668
H -2.361 1.934 -3.487
H 1.906 -2.085 4.501
H 0.237 3.612 0.351
H 2.246 3.394 -1.150
H -1.618 0.373 -0.558
H 0.469 -3.314 0.324
H 3.455 2.931 -2.319
C 2.112 4.415 -3.022
H 2.148 -0.871 0.536
H -2.690 -3.566 5.076
H -0.898 5.298 -1.445
C 1.007 -2.515 4.937
C 2.396 3.161 -2.211
C 0.766 -2.472 0.948
H 0.428 -0.373 -2.554
```

Energy above the lowest of the compared OMol25 structures with the same formula, charge and spin, eV: 0.000
SMILES: CC(=O)N(C)CCCC[C@H]1O[C@](CCCCl)(B(O)N(C)C)C[N@H+]1P(O)(O)=S
Frontier orbital gap, eV: 8.60
Largest force on an atom, Eh/bohr: 0.0243
Charge: +1

These are the natural (NBO) partial charges, in e, on atoms 1 to 5: -0.396, 0.214, -0.720, 0.534, -0.926



No. 4
The following is a DFT calculation (ωB97M-V/def2-TZVPD) of a molecular structure, C15H33ClGaNO6PS.

Structure (XYZ):
```
59
C15H33ClGaNO6PS ωB97M-V/def2-TZVPD
O 3.769 -4.622 1.469
H 3.124 4.785 0.239
Cl 1.484 -0.707 3.268
H 1.951 3.463 -0.524
H -3.741 1.033 -4.696
H -1.423 4.413 2.153
H 2.960 -2.277 1.915
C 0.058 -0.506 2.084
C 6.559 -3.381 3.404
C 0.399 0.669 0.953
H -1.955 0.798 -4.139
H 4.633 -1.688 1.949
H -2.174 4.036 -1.227
H -1.548 3.254 -4.008
H -4.066 -3.752 -3.223
H 7.508 -3.330 2.864
C -0.134 -1.946 1.324
S -0.955 3.318 -1.179
H -3.811 2.232 0.764
H 0.497 -1.981 0.321
O -3.400 1.312 -2.511
H 3.837 -2.250 3.457
C 3.940 -2.415 2.381
C -2.683 3.008 -4.218
C -2.939 1.395 -3.906
C 4.428 -3.812 2.118
H -1.421 -2.498 -2.818
H -3.456 -3.382 -5.062
C -3.150 -3.494 -3.935
H -2.850 3.176 -5.371
H -3.019 -1.004 0.721
N 5.641 -4.175 2.624
O -3.384 -1.514 -2.395
H 6.188 -2.371 3.584
H 0.776 0.210 -0.076
P -2.709 -0.043 -1.665
C -3.022 1.361 0.968
O -1.138 -0.102 -1.825
H 1.348 1.245 1.391
H -4.533 -0.090 0.071
H -1.236 -2.217 1.037
H 0.265 -2.840 1.997
H -1.203 2.897 3.331
H 2.939 3.002 1.061
Ga -1.097 2.086 0.762
C -2.422 -2.116 -3.332
C -3.343 -0.015 0.136
O 0.601 5.619 1.021
C 1.145 4.432 1.409
H -2.383 -4.396 -3.778
C -0.814 3.435 2.356
C 2.399 3.889 0.492
H -3.430 3.673 -3.588
H 6.718 -3.887 4.360
H -0.888 -0.123 2.662
O 0.643 3.663 2.569
H 5.898 -5.130 2.404
H -3.165 1.094 2.122
H -2.216 -1.430 -4.266
```

Frontier orbital gap, eV: 6.91
Largest force on an atom, Eh/bohr: 0.1679
Charge: -1

These are the natural (NBO) partial charges, in e, on atoms 1 to 5: -0.638, 0.238, -0.149, 0.272, 0.168



No. 5
The following is a DFT calculation (ωB97M-V/def2-TZVPD) of a molecular structure, C15H33ClIO2P2Y.

Structure (XYZ):
```
55
C15H33ClIO2P2Y ωB97M-V/def2-TZVPD
H 2.668 3.673 -1.335
C -1.949 -4.262 0.079
H 3.253 1.737 3.337
H -1.868 -3.401 -2.560
H -1.352 4.082 2.413
H 2.898 -0.475 1.323
H -0.137 -3.221 -3.012
C -1.515 3.192 -0.170
C 2.286 1.031 -1.434
H 1.774 0.420 -2.216
P -0.430 -3.482 -0.591
H -0.778 -4.833 -2.562
Cl 3.508 -2.220 -0.677
C -4.050 0.129 -0.383
H -1.692 1.808 1.451
C 2.017 3.415 -0.484
C -0.847 -3.754 -2.364
H -2.187 0.497 -2.083
P 0.435 1.318 0.658
H -0.894 4.030 -0.516
H 1.308 4.248 -0.386
H 3.102 1.541 -1.960
I -3.500 -0.871 1.390
H 0.792 -5.156 0.701
C -0.910 2.484 1.052
Y 1.310 -1.159 -0.234
H 0.523 2.282 -1.492
C 1.545 1.070 2.198
C -2.407 -0.574 -2.156
C 2.097 -0.383 2.119
H 2.391 3.082 2.598
H -0.137 2.969 3.045
H 2.618 -0.663 3.042
H -2.843 -3.741 -0.294
H -1.537 -1.132 -1.783
H 0.319 -5.736 -0.934
H 3.435 2.013 1.609
H 2.642 3.396 0.415
C -0.484 3.473 2.138
O -4.553 1.184 -0.617
C 0.730 -4.892 -0.363
H 2.856 0.383 -0.687
C -3.597 -0.949 -1.349
H 1.287 -1.159 2.013
H -2.494 3.596 0.124
H -1.981 -5.317 -0.241
H -1.696 2.509 -1.009
C 1.336 2.072 -0.775
H 1.733 -4.639 -0.730
O -4.345 -1.908 -1.552
H -2.589 -0.833 -3.205
H 0.851 1.153 3.052
H 0.304 4.158 1.796
C 2.705 2.042 2.429
H -1.948 -4.226 1.175
```

Energy above the lowest of the compared OMol25 structures with the same formula, charge and spin, eV: 0.000
Frontier orbital gap, eV: 7.64
Largest force on an atom, Eh/bohr: 0.0691
Charge: +2

These are the natural (NBO) partial charges, in e, on atoms 1 to 5: 0.240, -0.902, 0.248, 0.261, 0.256



No. 6
The following is a DFT calculation (ωB97M-V/def2-TZVPD) of a molecular structure, C15H33N3O14Zr2.

Structure (XYZ):
```
67
C15H33N3O14Zr2 ωB97M-V/def2-TZVPD
H 1.240 3.735 3.919
H -0.816 4.446 2.127
H -0.619 -4.672 -2.974
N -1.156 -0.788 3.669
Zr 1.472 -0.421 -2.434
H 0.103 3.512 -4.078
H -0.036 -5.655 -1.670
C -2.694 0.388 -3.523
N 0.958 -3.921 2.129
H -0.719 0.164 5.411
H 0.625 5.322 2.529
O -3.364 3.315 -0.860
C -1.500 1.328 -3.531
O 0.664 4.269 0.732
C 0.834 3.213 3.048
H -3.487 0.600 -2.810
H -2.173 4.940 -2.619
H 1.728 -2.044 2.911
H 4.048 -4.434 -2.176
C -0.087 -4.628 -2.020
H -3.916 2.385 1.300
H 1.687 -2.106 1.191
C 1.829 -2.733 2.076
C -3.114 3.098 1.495
H -0.601 5.704 -2.991
H -2.161 2.580 1.451
H 0.523 0.410 4.180
H -0.109 0.978 1.074
H -3.109 0.690 -4.497
Zr 2.310 2.876 0.365
H 2.875 -3.038 2.046
C -0.114 -0.334 4.653
H -2.420 -0.651 -3.681
H -0.321 3.319 -2.296
O 2.140 -5.090 -1.644
H -3.273 3.755 2.342
O 0.754 -4.361 3.227
C -0.060 0.743 0.007
O -0.206 -1.313 -1.435
C -0.676 3.500 -3.317
O -3.145 5.086 0.314
H -0.221 -1.360 0.548
O -1.739 0.087 3.044
H -0.648 -3.946 -1.384
H -1.741 -0.712 -0.031
H 0.047 2.621 3.524
C -1.288 4.902 -3.254
O -0.353 0.854 -3.279
O -1.368 -1.970 3.611
C 4.257 -5.686 -0.485
O -1.768 2.597 -3.570
C 1.336 -4.166 -2.147
C -0.665 -0.707 -0.210
O 1.163 1.129 -0.650
H -0.876 1.371 -0.369
O 1.673 -3.031 -2.517
O 0.548 -4.388 1.081
H 3.950 -6.593 -1.014
N -3.260 3.885 0.212
C 0.272 4.366 2.139
C 3.452 -4.646 -1.286
H 4.008 -5.843 0.562
H 5.333 -5.609 -0.614
H -1.669 5.144 -4.249
O 1.798 2.366 2.396
H 0.458 -1.154 5.074
H 3.387 -3.679 -0.773
```

Energy above the lowest of the compared OMol25 structures with the same formula, charge and spin, eV: 0.000
Frontier orbital gap, eV: 3.89
Largest force on an atom, Eh/bohr: 0.1900
Charge: +4

These are the Mulliken partial charges, in e, on atoms 1 to 5: 0.506, 0.078, 0.450, 0.917, 1.883



No. 7
The following is a DFT calculation (ωB97M-V/def2-TZVPD) of 2 unconnected molecules or ions with the total composition C15H33N4O4.

Structure (XYZ):
```
56
C15H33N4O4 ωB97M-V/def2-TZVPD
H -0.341 0.835 2.216
H -5.328 -0.474 -2.277
H -5.789 -0.761 -4.532
N 0.226 -1.816 -5.347
H 2.766 -0.237 0.320
O 2.521 0.335 3.906
N 0.607 -1.019 -3.161
H 1.190 -1.540 8.191
H -3.971 0.511 -2.823
H 1.144 3.749 2.894
H -4.588 0.260 -6.197
H -4.517 -1.942 -4.483
C 1.229 0.043 3.414
H 1.083 -2.285 -5.583
H 1.540 1.624 -2.939
C 0.928 -1.583 7.128
H -0.122 -1.856 7.038
H 0.594 -0.416 4.175
H 1.393 -0.693 2.620
C -1.818 -1.113 -5.534
O 0.100 2.161 3.728
C 2.192 -0.719 -0.471
H -3.714 -1.170 -2.412
H 0.858 0.948 -0.445
O -2.970 -0.929 -6.099
H -0.334 -1.088 -1.291
H 3.084 -0.825 6.219
C 1.320 0.306 -1.201
C -3.955 -0.095 -5.390
C -4.724 -0.881 -4.330
H -0.598 3.706 2.519
H 2.781 0.589 7.250
C 0.529 1.220 2.770
C 0.151 -0.348 -1.933
C -0.163 -1.182 -4.222
H 1.923 1.822 5.239
N -1.429 -0.742 -4.325
H 1.576 -1.491 -0.003
H 2.560 2.055 -1.580
C 2.616 0.981 5.168
C -4.420 -0.482 -2.877
C 2.444 0.056 6.350
C 0.154 3.499 3.290
C 2.146 1.210 -2.128
H -0.597 0.390 -2.219
H 2.986 0.670 -2.573
H 3.636 1.368 5.208
H 1.544 -1.393 -3.175
O 1.093 -0.333 6.498
H 1.541 -2.354 6.649
H 1.213 1.691 2.050
H -3.411 0.749 -4.964
N -0.860 -1.764 -6.205
H 2.894 -1.216 -1.148
H -0.865 -2.164 -7.129
H -0.050 4.130 4.153
```

Energy above the lowest of the compared OMol25 structures with the same formula, charge and spin, eV: 0.534
Frontier orbital gap, eV: 8.10
Largest force on an atom, Eh/bohr: 0.0078
Charge: +1

These are the natural (NBO) partial charges, in e, on atoms 1 to 5: 0.161, 0.227, 0.231, -0.389, 0.241



No. 8
The following is a DFT calculation (ωB97M-V/def2-TZVPD) of 2 unconnected molecules or ions with the total composition C15H33NO3.

Structure (XYZ):
```
52
C15H33NO3 ωB97M-V/def2-TZVPD
H -5.340 -0.620 0.611
H 2.410 0.934 -2.987
O 2.643 -1.012 -3.720
C 2.395 -0.722 -0.471
H 0.672 3.753 3.057
C -0.075 3.474 2.305
C 2.633 0.386 -3.914
C 1.840 -2.138 -0.498
C -3.159 -0.316 0.517
H -0.300 -2.394 -0.890
H -3.088 -1.212 -0.154
H -1.368 3.107 4.057
H -4.429 -1.356 1.940
H 0.451 -2.855 0.920
H 3.628 0.686 -4.248
H 1.988 -3.206 1.314
H -0.263 -0.184 1.114
H 2.706 -0.455 -1.485
H -4.668 0.398 1.902
H 0.364 1.020 2.993
C 0.836 -0.060 1.225
H 3.297 -0.648 0.158
C 1.413 -1.309 1.871
H 2.440 -1.155 2.222
H -1.461 1.871 2.789
C 1.009 1.159 2.120
H 0.804 -1.560 2.744
H -2.245 3.421 2.530
H 0.850 -1.193 -4.705
H 1.896 0.686 -4.667
O -2.107 -0.157 1.370
C 0.501 2.402 1.367
H -3.450 1.805 0.150
H 2.648 -2.840 -0.731
H -4.127 0.783 -1.134
H -0.573 -1.447 -2.937
C -4.482 -0.484 1.284
H 2.047 1.287 2.461
H 1.271 2.822 0.717
C 0.464 -1.348 -2.593
C -3.290 0.892 -0.430
H -2.373 1.014 -1.015
H 0.764 -3.352 -1.902
H 1.490 -2.668 -3.986
C 1.360 -1.596 -3.817
O 1.383 0.170 -0.089
H 0.556 -0.318 -2.243
N 1.398 -2.476 0.924
H -0.290 4.345 1.680
C -1.370 2.951 2.976
C 0.642 -2.359 -1.448
H -0.343 2.074 0.746
```

Frontier orbital gap, eV: 5.41
Largest force on an atom, Eh/bohr: 0.0157

These are the natural (NBO) partial charges, in e, on atoms 1 to 5: 0.176, 0.169, -0.551, -0.102, 0.184



Q: Look up the largest force on an atom of the fifth one.
A: 0.0691 Eh/bohr



Q: What is the largest force on an atom in the third record?
A: 0.0243 Eh/bohr



Q: The highest largest force on an atom belongs to which entry?
A: C15H33N3O14Zr2